(1)
51
Properties=species:S:1:pos:R:3 method="wB97M-V/def2-TZVPD" relative_energy_kcal_mol=28.5 charge=0 mol_weight_g_mol=387.00 orbital_gap_ev=4.7 lumo_energy_ev=-0.6 total_energy_ev=-29247.3949
Sr 0.47419 -1.16570 1.95739
C 1.53278 3.46751 -0.04353
C 0.42839 2.39287 -0.21168
C -0.54529 2.80164 -1.36109
C 0.05831 2.52511 -2.71838
C 0.47890 1.03521 -2.80507
C 1.49727 0.68727 -1.74734
N 0.94682 1.07669 -0.46612
O 1.74603 0.65482 0.60814
C 2.89208 1.22884 -2.05043
C 1.62279 -0.85999 -1.78559
C -0.38924 2.41695 1.09423
H 2.47880 2.93176 0.03887
H 1.37854 4.15620 0.78808
H 1.61832 4.15067 -0.89950
H -0.76105 3.86840 -1.28461
H -1.43765 2.21227 -1.13154
H 0.93138 3.09091 -3.04846
H -0.65169 2.63639 -3.54647
H 0.86765 0.84816 -3.81228
H -0.43482 0.44143 -2.70645
H 3.36267 0.81560 -2.94982
H 3.62374 1.03249 -1.26766
H 2.81078 2.30706 -2.21946
H 0.66528 -1.36828 -1.62200
H 2.32340 -1.26196 -1.05103
H 1.97080 -1.12072 -2.78873
H -1.09181 1.57404 1.15183
H -1.02361 3.30646 1.10791
H 0.25675 2.36877 1.96733
F 1.53989 -0.01699 3.89945
C -1.24228 -4.03436 1.64516
C -0.04425 -4.33252 0.75756
O 0.81677 -3.21100 0.44660
O -0.91172 -3.28115 2.83806
H -1.80466 -4.93339 1.90677
H -1.98760 -3.41381 1.14487
H -0.44795 -4.76019 -0.16619
H 0.58221 -5.11425 1.20226
H 1.39493 -3.58152 -0.23036
H -0.33233 -3.92126 3.28513
C -2.76746 -0.72613 2.36999
C -2.72005 -0.66124 0.85808
O -1.49869 -1.08409 0.20258
O -1.59129 -0.27739 3.04794
H -2.91602 -1.78317 2.62875
H -3.73044 -0.30374 2.66816
H -2.89872 0.33313 0.43201
H -3.58986 -1.23347 0.51334
H -1.77122 -1.46370 -0.63721
H -1.70974 -0.45064 3.99053

---

(2)
77
Properties=species:S:1:pos:R:3 method="wB97M-V/def2-TZVPD" relative_energy_kcal_mol=67.3 charge=0 mol_weight_g_mol=603.49 orbital_gap_ev=9.2 lumo_energy_ev=-1.1 total_energy_ev=-63418.6890 smiles="C[N+](=O)[O-].C[N+](=O)[O-].C[N+](=O)[O-].C[N+](=O)[O-].C[N+](=O)[O-].C[N+](=O)[O-].C[N+](=O)[O-].CCOC(C)=O.CCOC(C)=O"
C -0.77209 0.40283 -1.81246
N 0.37777 0.22637 -0.86683
O 0.78675 1.20256 -0.33814
O 0.64669 -0.91813 -0.57680
H -1.02470 -0.49079 -2.38320
H -0.58038 1.28106 -2.42894
H -1.66217 0.67122 -1.24339
C 0.20761 -3.30900 -2.48361
N -0.00335 -4.70262 -2.91124
O -1.10586 -4.92838 -3.36462
O 0.91270 -5.54649 -2.80061
H 1.08391 -3.14015 -1.85776
H -0.63477 -3.44647 -1.80566
H 0.04023 -2.53412 -3.23171
C -2.95324 5.04053 -2.72518
N -2.19615 3.87281 -2.21084
O -2.80861 2.88258 -1.88427
O -0.96400 4.03111 -2.17785
H -3.89294 5.18513 -2.19211
H -2.88879 5.01280 -3.81292
H -2.29542 5.87064 -2.46771
C -5.19698 0.80227 0.36214
N -4.96582 0.22023 -1.00509
O -4.08192 -0.62015 -1.18370
O -5.63920 0.56514 -1.97397
H -6.27181 0.90048 0.51446
H -4.73874 1.79125 0.36762
H -4.72938 0.08092 1.03230
C 2.81717 3.22581 0.97614
N 3.79975 4.08728 1.57705
O 4.23505 5.04074 0.87219
O 4.23308 3.95506 2.77424
H 3.25957 2.91712 0.02899
H 1.95017 3.85054 0.76134
H 2.46677 2.33078 1.49017
C -0.13723 -2.63261 1.93033
N -0.09789 -3.78211 2.86160
O 0.79065 -3.96183 3.68648
O -1.08374 -4.55522 2.83260
H -0.79749 -2.96311 1.12851
H 0.92598 -2.54816 1.70546
H -0.45396 -1.71258 2.42158
C 2.02442 3.46416 -3.72766
N 3.00426 2.36262 -3.63764
O 3.58854 1.98234 -4.66482
O 3.04840 1.87582 -2.51170
H 2.02435 3.92462 -4.71562
H 2.02740 4.21248 -2.93513
H 1.11343 2.86607 -3.75001
C 4.83189 -2.26042 0.37865
C 3.73152 -2.79128 -0.57556
O 3.88007 -4.15219 -0.95512
C 3.32940 -5.07389 -0.16030
C 3.83863 -6.50762 -0.46847
O 2.70591 -4.84024 0.90118
H 5.80074 -2.38659 -0.10458
H 4.87779 -2.91859 1.24629
H 4.70259 -1.21925 0.67419
H 2.83601 -2.56602 0.00359
H 3.48852 -2.18900 -1.45095
H 2.98133 -7.15648 -0.64765
H 4.14080 -6.87126 0.51365
H 4.68287 -6.54495 -1.15692
C -1.06731 1.89784 2.55094
C -1.41735 1.38695 3.93459
O -2.81936 0.96358 4.01555
C -3.76441 1.92875 3.97518
C -5.25154 1.39239 4.04841
O -3.50441 3.12914 3.94039
H -1.07383 1.17983 1.73086
H -0.04311 2.27015 2.52885
H -1.65569 2.74272 2.19304
H -0.75020 0.53180 4.04294
H -1.30767 2.13060 4.72393
H -5.92897 2.03740 3.48881
H -5.33486 1.22419 5.12213
H -5.29711 0.31904 3.86422

---

(3)
84
Properties=species:S:1:pos:R:3 method="wB97M-V/def2-TZVPD" charge=0 mol_weight_g_mol=1081.62 orbital_gap_ev=9.5 lumo_energy_ev=-0.5 total_energy_ev=-326074.6439 smiles="CC1=C(Br)C(=O)OC1=O.ClCCCl.ClCCCl.ClCCCl.ClCCCl.ClCCCl.ClCCCl.ClCCCl.ClCCCl.ClCCCl"
C -1.86084 4.90564 -0.40842
C -0.71476 4.32243 0.31255
C -0.69754 3.29254 1.14238
Br -2.10128 2.22919 1.72389
C 0.73958 3.09287 1.55476
O 1.24683 2.07486 1.91909
O 1.36918 4.27831 1.32125
C 0.67917 4.81003 0.19290
O 1.23020 5.44155 -0.65629
H -2.20711 5.78433 0.10987
H -2.64007 4.16299 -0.48305
H -1.52556 5.17252 -1.40218
Cl 4.99347 -0.31706 5.54346
C 5.24972 0.24943 3.87228
C 3.97383 0.26086 3.07221
Cl 3.36939 -1.38505 2.74527
H 5.99930 -0.39050 3.41454
H 5.64822 1.26021 3.93665
H 4.15153 0.72990 2.10661
H 3.18599 0.81077 3.57789
Cl -0.14778 -0.43632 -0.37916
C 1.21640 -0.20549 -1.50064
C 1.66839 1.22529 -1.59643
Cl 0.41916 2.25093 -2.35110
H 0.89415 -0.57788 -2.47007
H 2.03733 -0.82598 -1.14442
H 2.55812 1.27651 -2.22153
H 1.90378 1.64550 -0.62339
Cl -5.21257 -0.26314 0.68380
C -4.82103 -1.27344 -0.73614
C -3.64046 -0.74104 -1.50875
Cl -4.00828 0.80253 -2.32350
H -5.71035 -1.32811 -1.35791
H -4.59570 -2.27103 -0.36401
H -3.35887 -1.44961 -2.28627
H -2.78277 -0.57772 -0.86456
Cl 5.16284 -4.06602 0.58260
C 5.16136 -4.67045 2.26054
C 4.96755 -6.16140 2.32759
Cl 3.32538 -6.65370 1.82887
H 4.38350 -4.14157 2.80407
H 6.12460 -4.40855 2.69409
H 5.09863 -6.50199 3.35168
H 5.67805 -6.68516 1.69377
Cl -2.54447 -2.19101 -4.75962
C -2.91596 -0.70783 -5.68411
C -1.67025 0.00417 -6.13991
Cl -0.77283 0.70102 -4.76548
H -3.52751 -0.06907 -5.05155
H -3.50330 -1.00817 -6.54848
H -1.94545 0.82431 -6.79900
H -1.00057 -0.66221 -6.67773
Cl -5.69104 -0.60895 5.84684
C -4.26645 -0.33578 4.81070
C -3.80664 1.09838 4.84239
Cl -4.97410 2.19324 4.05423
H -4.52236 -0.64713 3.80086
H -3.47300 -0.98085 5.18364
H -2.86596 1.19117 4.30357
H -3.65708 1.44741 5.86040
Cl -5.33822 -1.38625 -8.76893
C -5.71747 0.11968 -9.64370
C -4.47667 0.85610 -10.07592
Cl -3.57557 1.53705 -8.69430
H -6.33951 0.73397 -8.99869
H -6.29699 -0.16180 -10.52074
H -4.75235 1.69283 -10.71476
H -3.80133 0.20741 -10.62660
Cl 5.11643 -7.90170 5.69968
C 4.60272 -9.21133 4.60212
C 5.70590 -10.20501 4.35351
Cl 7.03347 -9.49837 3.39560
H 4.26198 -8.75699 3.67452
H 3.75671 -9.70712 5.07394
H 5.31673 -11.04826 3.78621
H 6.12538 -10.57566 5.28464
Cl 0.59004 9.95291 0.93412
C 0.60185 9.24565 2.56864
C 0.33462 7.76385 2.54649
Cl -1.34273 7.39269 2.06163
H -0.13663 9.77222 3.16687
H 1.58809 9.43100 2.98997
H 0.47572 7.34884 3.54269
H 1.00362 7.25095 1.86025